{
  "formula": "C27H4F20GeMnNO4SSe4",
  "method": "ωB97M-V/def2-TZVPD",
  "symbols": ["C", "O", "F", "N", "Mn", "F", "F", "C", "C", "H", "C", "F", "Se", "C", "H", "C", "H", "O", "Se", "C", "C", "F", "C", "C", "F", "O", "C", "F", "C", "F", "H", "C", "C", "F", "S", "C", "F", "C", "Ge", "C", "O", "C", "C", "F", "F", "F", "F", "C", "F", "Se", "C", "F", "C", "Se", "F", "C", "F", "C", "C", "C", "F", "F", "C"],
  "xyz": [[-3.170, 3.530, -0.483], [7.612, 2.371, 0.236], [-0.646, 0.916, -2.094], [6.715, 3.091, -0.176], [1.495, -0.913, -2.298], [0.832, -2.562, 5.185], [-1.135, 4.557, 0.103], [3.146, 1.294, -1.614], [-3.748, -4.099, 0.375], [2.438, 3.303, -1.863], [-3.380, 1.156, -0.303], [-5.906, -4.520, 1.207], [0.774, -3.353, -2.486], [-1.005, 0.698, 3.530], [4.538, 4.350, -1.022], [-1.866, 3.446, -0.024], [6.259, 0.497, -0.401], [3.172, -1.548, -1.681], [2.332, -0.934, -4.601], [4.253, 0.488, -1.185], [3.280, 2.709, -1.537], [-0.090, 2.121, 0.734], [-0.199, -1.502, 3.333], [-3.928, 2.385, -0.633], [0.486, -0.309, 6.663], [6.786, 4.309, -0.203], [-0.801, -0.409, 2.724], [-3.697, 4.718, -0.780], [-0.581, 0.742, 4.849], [0.124, 0.763, -4.113], [5.035, -1.521, -0.978], [-2.631, -2.022, 0.918], [-4.839, -2.512, 1.800], [-1.267, -1.763, -4.254], [0.731, -1.147, -0.076], [4.160, -0.933, -1.275], [-0.796, 1.830, 5.595], [-4.846, -3.719, 1.125], [-1.188, -0.638, 0.756], [-3.731, -1.694, 1.693], [2.064, 0.804, -2.076], [-1.353, 2.206, 0.296], [-2.098, 1.044, 0.196], [-1.614, -3.657, -0.431], [-1.669, 1.769, 3.082], [-3.746, -0.522, 2.347], [-5.898, -2.153, 2.532], [5.419, 1.099, -0.721], [-3.757, -5.279, -0.249], [3.702, -2.757, -4.656], [-0.197, -0.023, -3.013], [-5.182, 2.473, -1.087], [-1.494, -0.722, -3.440], [2.221, -4.448, -3.830], [-0.062, -2.638, 2.634], [4.427, 3.278, -1.078], [-2.148, -1.188, -2.354], [0.063, -0.349, 5.400], [0.244, -1.492, 4.642], [5.505, 2.467, -0.662], [-4.144, 0.070, -0.481], [-2.344, 0.092, -4.080], [-2.658, -3.249, 0.282]],
  "charge": -1,
  "multiplicity": 2,
  "orbital_gap_ev": [4.919, 4.630]
}

***

{
  "formula": "C38H53N6PPdS2",
  "method": "ωB97M-V/def2-TZVPD",
  "symbols": ["C", "H", "C", "N", "H", "C", "H", "H", "H", "Pd", "H", "H", "H", "P", "C", "H", "H", "S", "H", "H", "C", "C", "H", "H", "H", "C", "C", "H", "H", "C", "C", "C", "H", "H", "H", "H", "H", "C", "C", "H", "H", "H", "H", "H", "H", "C", "C", "C", "H", "H", "C", "C", "H", "H", "H", "C", "C", "H", "C", "H", "H", "H", "H", "H", "H", "N", "C", "N", "H", "C", "N", "C", "C", "H", "H", "C", "H", "C", "C", "N", "C", "H", "S", "H", "H", "C", "C", "H", "H", "C", "C", "H", "C", "C", "H", "H", "H", "C", "C", "N", "C"],
  "xyz": [[3.168, -1.122, -1.853], [1.823, 3.058, -5.317], [5.414, 0.453, 0.202], [-2.686, -2.415, 0.795], [-2.408, 1.899, -0.290], [4.940, 2.766, -3.979], [4.882, 2.948, -0.772], [-3.622, 4.671, -2.334], [-4.834, -0.088, 7.225], [0.586, 0.819, -0.581], [-2.246, 0.962, 3.967], [3.228, 3.210, -0.161], [4.024, 1.164, 2.307], [2.849, 0.586, -1.202], [-3.100, -2.743, 2.181], [5.959, 3.096, -4.133], [-4.248, 1.468, 5.412], [-1.256, -0.983, -0.978], [-0.452, 2.221, -3.392], [1.131, -1.339, -2.674], [-2.464, 0.397, 4.889], [0.251, 3.747, -1.360], [-0.001, -2.013, 4.614], [-5.937, -4.334, -0.131], [0.181, -0.362, 3.968], [-1.763, -1.364, 6.402], [-2.902, -1.132, 7.167], [-0.342, 4.545, -3.824], [4.646, -2.274, -2.867], [-0.539, -1.137, 4.202], [2.929, -2.169, -0.742], [-3.078, 3.767, -2.047], [-3.757, -1.926, 2.531], [5.362, -1.153, -1.758], [0.691, 3.865, -0.347], [4.576, 3.010, 0.945], [-1.118, 5.381, 0.245], [4.004, 1.144, 0.116], [-2.841, -6.714, -0.040], [2.315, -0.792, -3.862], [-3.803, 2.981, -1.979], [-3.176, -2.587, -1.238], [4.134, 3.781, -5.748], [5.980, 1.025, 0.948], [-1.023, -2.130, 6.673], [3.317, 0.914, 1.508], [-3.566, 0.658, 5.678], [-5.065, -5.019, -0.151], [1.024, 3.597, -2.103], [-2.196, 6.048, -1.046], [-1.702, -1.460, 0.612], [-1.619, 5.168, -0.723], [-3.733, -3.640, 2.126], [2.961, -0.140, 1.643], [2.294, -2.451, -3.295], [2.591, 2.748, -4.623], [-1.248, 2.337, -2.653], [-1.295, 2.864, 0.685], [-3.849, -0.193, 6.755], [-1.871, 1.454, -2.671], [1.873, -2.285, -0.530], [5.953, 0.477, -0.731], [3.424, -1.959, 0.217], [-1.202, -3.660, 2.578], [5.316, -0.564, 0.594], [-1.140, -1.588, 2.963], [4.654, 1.939, -2.898], [-0.499, 4.960, -1.745], [-3.112, -1.714, 8.065], [-5.250, -6.388, 0.036], [-0.617, 2.507, -1.296], [3.327, 1.577, -2.632], [2.155, -1.420, -2.993], [-6.257, -6.824, 0.083], [5.449, 1.534, -2.269], [4.554, -1.265, -2.474], [1.300, 1.544, -3.287], [2.298, 1.953, -3.514], [-1.023, -0.913, 1.790], [-2.024, 3.497, -3.052], [-1.734, 2.769, -0.323], [-4.520, -2.471, -0.115], [-0.117, 0.591, 1.809], [-1.640, -4.950, -0.427], [2.404, 1.523, 1.617], [-1.143, 4.709, -3.095], [-3.553, -2.972, -0.283], [4.701, -0.575, -3.302], [3.305, -3.124, -1.124], [4.172, 2.670, -0.003], [-1.861, -2.894, 2.986], [-4.242, -8.278, 0.458], [-3.762, -4.488, -0.267], [-2.662, -5.347, -0.279], [-1.716, 5.570, -3.410], [-1.979, -7.370, 0.022], [-2.065, -3.138, 4.026], [-1.569, -0.655, 5.212], [-4.131, -7.207, 0.196], [-2.494, 3.996, -0.668], [3.910, 3.161, -4.864]],
  "charge": 2,
  "multiplicity": 3,
  "orbital_gap_ev": [6.316, 5.649]
}

***

{
  "formula": "C2H6CsO",
  "method": "ωB97M-V/def2-TZVPD",
  "symbols": ["H", "O", "H", "Cs", "H", "H", "H", "H", "C", "C"],
  "xyz": [[-0.976, -1.672, 0.015], [-0.683, -0.860, -0.415], [1.462, 1.603, 0.244], [-3.870, -0.967, -0.390], [0.699, -0.720, 1.177], [0.647, 1.170, -1.222], [-0.516, 0.591, 1.063], [1.998, 0.198, -0.640], [1.107, 0.741, -0.332], [0.134, -0.083, 0.499]],
  "charge": 1,
  "orbital_gap_ev": 10.345
}

***

no.,E (eV)
1,-452148.3180
2,-83631.4227
3,-4761.0166